Entry from the OMol25 dataset: a cluster of 2 separate species, C3H4N3O2 in total at a distorted geometry (wB97M-V/def2-TZVPD).

Calculated values
LUMO level (alpha / beta): -6.28 / -6.20 eV
Energy above the lowest of the compared OMol25 structures with the same formula, charge and spin: 10.848 eV
Total charge: +1
Maximum force: 5.3 eV Å⁻¹
M: 114.084 Da
HOMO (alpha / beta): -0.49726 / -0.49897 Ha
Gap between HOMO and LUMO (alpha / beta): 0.2664 / 0.2713 Eh

Cartesian coordinates (Å):
C: -0.6847 -0.6327 -0.9980
C: 0.0666 1.1660 0.2795
H: -1.4628 -1.0700 -1.5540
O: -1.8710 1.7847 -1.8108
C: -0.0208 -1.5281 -0.3506
O: -0.8941 1.7570 -3.8396
N: -1.5185 1.9369 -2.9109
N: -0.8764 0.6558 -0.5835
N: 0.9432 0.5047 0.7946
H: 0.6266 -2.2613 0.1027
H: 0.0897 2.3171 0.3779
H: 1.6879 0.8522 1.4495